17
Properties=species:S:1:pos:R:3 method="wB97M-V/def2-TZVPD" e_lumo_ev=0.882 homo_lumo_gap_ev=9.732 de_lowest_kcal_mol=44.26 total_energy_ha=-309.77184 smiles="CC1=CCC[C@H]1O"
C 2.14 0.06 -0.21
C 0.71 -0.05 0.18
C -0.04 -0.99 0.79
C -1.46 -0.98 0.29
C -1.51 0.21 -0.70
C -0.25 1.01 -0.36
O -0.23 1.76 0.85
H 2.49 1.10 -0.30
H 2.14 -0.38 -1.22
H 2.83 -0.51 0.42
H 0.24 -1.61 1.63
H -2.17 -0.88 1.11
H -1.67 -1.94 -0.21
H -1.40 -0.14 -1.73
H -2.44 0.77 -0.63
H 0.13 1.57 -1.23
H 0.48 1.00 1.33

17
Properties=species:S:1:pos:R:3 method="wB97M-V/def2-TZVPD" e_lumo_ev=1.070 homo_lumo_gap_ev=10.767 de_lowest_kcal_mol=17.56 total_energy_ha=-309.81438 smiles="C[C@H]1C[C@H]1CC=O"
C -2.06 -0.30 0.19
C -1.11 0.75 -0.31
C -0.06 1.30 0.58
C 0.34 0.48 -0.63
C 0.95 -0.89 -0.41
C 2.33 -0.81 0.19
O 2.97 0.22 0.23
H -2.91 0.15 0.72
H -1.57 -0.97 0.90
H -2.45 -0.89 -0.64
H -1.57 1.51 -0.94
H 0.12 2.38 0.58
H 0.13 0.82 1.54
H 0.77 1.01 -1.48
H 1.03 -1.46 -1.36
H 0.34 -1.54 0.23
H 2.76 -1.75 0.61

17
Properties=species:S:1:pos:R:3 method="wB97M-V/def2-TZVPD" e_lumo_ev=0.978 homo_lumo_gap_ev=10.231 de_lowest_kcal_mol=18.02 total_energy_ha=-309.81365 smiles="O[C@@H]1C=CCCC1"
O -1.76 -1.68 0.72
C -0.74 -0.88 0.20
C 0.59 -1.17 0.77
C 1.57 -0.58 0.09
C 1.10 0.41 -1.01
C 0.18 1.40 -0.25
C -1.02 0.63 0.35
H -2.55 -1.38 0.26
H -0.57 -1.03 -0.88
H 0.70 -1.77 1.68
H 2.59 -0.62 0.49
H 0.48 -0.02 -1.82
H 1.92 0.89 -1.55
H 0.80 1.81 0.55
H -0.16 2.24 -0.86
H -1.17 0.87 1.41
H -1.96 0.87 -0.17